{
  "formula": "C13H18BCeF2NO7",
  "method": "ωB97M-V/def2-TZVPD",
  "symbols": ["Ce", "F", "F", "O", "O", "O", "O", "O", "O", "O", "N", "C", "C", "C", "C", "C", "C", "C", "C", "C", "C", "C", "C", "C", "B", "H", "H", "H", "H", "H", "H", "H", "H", "H", "H", "H", "H", "H", "H", "H", "H", "H", "H"],
  "xyz": [[-0.067, 0.331, -1.328], [-1.692, 0.550, -4.859], [-0.368, -0.992, -3.815], [-1.065, 2.630, -0.315], [3.851, -0.595, -0.187], [-0.868, 4.360, 1.086], [-0.936, -2.159, -1.273], [-1.790, -0.023, 0.589], [0.650, -1.267, 0.639], [2.149, 0.052, -1.517], [1.413, 1.853, 0.165], [3.497, 1.952, 1.283], [0.355, -2.773, -1.196], [-1.573, -1.040, 1.570], [-0.089, -1.080, 1.847], [0.855, -2.630, 0.226], [2.966, 0.159, -0.504], [0.988, 2.914, 0.848], [3.063, 3.064, 1.985], [2.634, 1.379, 0.353], [1.782, 3.571, 1.769], [-0.405, 3.289, 0.473], [-3.175, 0.251, 0.361], [-1.899, -2.877, -2.056], [-1.049, 0.214, -3.757], [0.245, -0.130, 2.266], [4.479, 1.527, 1.432], [-1.768, 4.542, 0.774], [-3.625, 0.679, 1.258], [0.338, -3.824, -1.494], [-2.121, -0.794, 2.484], [-1.940, -1.996, 1.186], [-3.236, 0.971, -0.453], [-2.100, -3.845, -1.594], [0.307, -3.293, 0.899], [1.024, -2.278, -1.914], [3.719, 3.542, 2.699], [-3.703, -0.663, 0.082], [-2.806, -2.277, -2.070], [1.420, 4.443, 2.293], [1.922, -2.854, 0.282], [0.162, -1.867, 2.561], [-1.543, -3.011, -3.077]],
  "mulliken_spin": [1.01, 0.00, 0.00, 0.00, 0.00, 0.00, 0.00, 0.00, 0.00, 0.00, 0.00, 0.00, 0.00, 0.00, 0.00, 0.00, 0.00, 0.00, 0.00, 0.00, 0.00, 0.00, 0.00, 0.00, -0.01, 0.00, 0.00, 0.00, 0.00, 0.00, 0.00, 0.00, 0.00, 0.00, 0.00, 0.00, 0.00, 0.00, 0.00, 0.00, 0.00, 0.00, 0.00],
  "multiplicity": 2,
  "relative_energy_ev": 0.000,
  "charge": 1,
  "lumo_ev": [-3.81, -3.81],
  "gap_ev": [6.93, 6.94]
}